[1]
C28H59BIN5O12P | the ωB97M-V functional and the def2-TZVPD basis

Computed properties:
HOMO level ... -10.47 eV
DFT total energy ... -80056.916 eV
Kohn-Sham gap ... 5.32 eV
Total charge ... +1

Cartesian coordinates (Å):
C 1.206 1.500 -0.054
N 1.041 1.050 1.401
C 2.243 0.195 1.746
C 2.092 -0.652 3.158
C 1.051 -1.925 3.138
C 0.247 -2.286 1.735
O -1.029 -1.835 1.651
O 0.796 -3.079 0.619
C 0.751 -2.333 -0.658
C 0.101 -3.177 -1.913
C -0.941 -2.132 -2.677
O -1.087 -2.632 -4.056
C 0.846 -2.759 4.563
B -0.250 -3.999 4.508
O -0.360 -4.983 3.384
O -1.210 -4.222 5.638
C 1.707 -2.337 5.933
C 1.495 -3.163 7.372
C 0.427 -2.312 8.328
N 0.108 -0.985 7.631
N -0.934 -3.029 8.452
N 0.919 -2.140 9.760
N 2.676 -1.138 5.857
P 3.575 -0.731 7.341
O 4.677 -1.890 7.531
C 2.870 -0.320 4.562
C 3.883 0.968 4.583
C 3.142 2.198 5.408
C 2.061 3.047 4.510
I 0.067 2.186 5.010
H 1.700 2.582 -0.093
H 1.899 0.804 -0.689
H 0.170 1.550 -0.638
H 0.143 0.514 1.419
H 3.218 0.836 1.669
H 2.331 -0.634 0.891
H 0.274 -1.248 -0.533
H 1.887 -2.126 -0.960
H -0.404 -4.185 -1.584
H 0.972 -3.406 -2.690
H -1.993 -2.143 -2.124
H -0.544 -1.016 -2.682
H -1.983 -2.323 -4.423
H 0.511 -5.070 2.896
H -1.150 -5.212 5.871
H 1.013 -4.220 7.227
H 2.534 -3.358 7.926
H -0.841 -0.625 7.953
H 0.770 -0.230 7.915
H -1.614 -2.662 7.751
H -0.816 -4.064 8.403
H 0.078 -2.313 10.385
H 1.117 -1.110 9.905
H 4.307 0.508 7.299
H 2.795 -0.729 8.551
H 4.886 0.639 5.141
H 4.216 1.361 3.533
H 4.018 2.867 5.861
H 2.542 1.804 6.360
H 2.054 4.159 4.945
H 2.292 3.011 3.355
C 1.241 -0.635 -5.938
O 1.702 0.655 -6.303
C 0.733 1.680 -6.091
C 1.393 2.952 -5.542
O 1.863 2.849 -4.192
C 2.990 1.991 -3.964
C 4.305 2.491 -4.570
O 4.294 2.350 -5.992
C 4.882 3.444 -6.668
H 0.587 -1.033 -6.721
H 2.111 -1.290 -5.832
H 0.716 -0.618 -4.978
H -0.051 1.356 -5.401
H 0.275 1.900 -7.063
H 0.629 3.738 -5.525
H 2.181 3.317 -6.200
H 2.767 0.968 -4.263
H 3.118 1.966 -2.875
H 5.137 1.881 -4.195
H 4.474 3.531 -4.274
H 4.527 4.402 -6.273
H 4.591 3.392 -7.722
H 5.975 3.386 -6.595
C -2.741 0.823 -4.857
O -3.920 0.548 -4.118
C -4.062 1.366 -2.959
C -5.523 1.794 -2.768
O -6.001 2.741 -3.732
C -6.164 2.268 -5.077
C -7.290 1.246 -5.261
O -6.925 -0.017 -4.700
C -7.990 -0.659 -4.026
H -1.879 0.357 -4.370
H -2.860 0.398 -5.858
H -2.579 1.899 -4.968
H -3.431 2.257 -3.016
H -3.745 0.766 -2.098
H -5.592 2.304 -1.800
H -6.193 0.937 -2.701
H -5.218 1.910 -5.480
H -6.426 3.156 -5.666
H -7.464 1.081 -6.332
H -8.212 1.629 -4.813
H -8.522 0.030 -3.363
H -7.570 -1.458 -3.406
H -8.683 -1.097 -4.753

Atomic partial charges in e from the Löwdin method, atoms 1 to 6: C -0.147; N -0.131; C -0.195; C 0.016; C 0.111; C -0.220

[2]
C23H24N3O5PdSi | the ωB97M-V functional and the def2-TZVPD basis

Computed properties:
HOMO level (alpha / beta) ... -11.66 / -11.66 eV
DFT total energy ... -50297.632 eV
Expectation value of S² ... 6.016
Kohn-Sham gap (alpha / beta) ... 8.52 / 5.46 eV
2S+1 ... 5
Total charge ... +1

Cartesian coordinates (Å):
Pd 0.135 -0.029 0.053
O -0.422 -2.313 3.515
C -0.460 -1.770 2.444
N 0.513 -0.973 1.865
C 1.676 -0.598 2.520
O 1.969 -0.817 3.664
C 2.639 0.164 1.623
C 3.887 0.507 2.104
C 4.767 1.165 1.259
C 4.368 1.462 -0.035
C 3.101 1.088 -0.441
N 2.262 0.448 0.371
C -1.650 -1.969 1.527
C -2.670 -2.824 1.896
C -3.727 -3.006 1.018
C -3.732 -2.323 -0.190
C -2.679 -1.476 -0.481
N -1.662 -1.318 0.363
H 4.135 0.246 3.123
H 5.753 1.444 1.606
H 5.022 1.977 -0.724
H 2.744 1.307 -1.439
H -2.606 -3.322 2.853
H -4.541 -3.673 1.272
H -4.541 -2.435 -0.897
H -2.646 -0.898 -1.395
O -0.538 4.304 2.063
C -1.615 4.443 1.267
C -2.414 5.584 1.305
C -3.508 5.696 0.472
C -3.838 4.679 -0.422
C -3.055 3.549 -0.465
C -1.940 3.413 0.372
C -1.159 2.187 0.282
O -0.155 1.921 1.014
O -1.460 1.277 -0.575
H -0.447 5.076 2.634
H -2.167 6.382 1.996
H -4.117 6.590 0.518
H -4.697 4.778 -1.070
H -3.288 2.742 -1.146
C 3.103 -2.384 -1.493
Si 1.380 -2.567 -2.192
C 0.336 -3.623 -1.057
C 1.443 -3.325 -3.901
C 0.593 -0.879 -2.427
H 3.609 -3.352 -1.524
H 3.100 -2.056 -0.452
H 3.707 -1.683 -2.075
H 0.732 -4.642 -1.052
H -0.705 -3.677 -1.386
H 0.356 -3.268 -0.024
H 1.896 -4.319 -3.848
H 2.041 -2.723 -4.586
H 0.445 -3.438 -4.328
H -0.447 -0.765 -2.724
H 1.175 0.015 -2.649

Atomic partial charges in e from the natural (NBO) method, atoms 1 to 6: Pd 1.380; O -0.495; C 0.628; N -0.677; C 0.632; O -0.485

[3]
C4H10N2O3 | the ωB97M-V functional and the def2-TZVPD basis

Computed properties:
HOMO level ... -9.78 eV
DFT total energy ... -13431.399 eV
Kohn-Sham gap ... 10.12 eV
Relative energy (zero: lowest compared OMol25 entry of this formula, charge and spin) ... 56.7 kcal per mole
SMILES string ... O=CNCCNC=O.O

Cartesian coordinates (Å):
O 0.000 0.000 0.000
C -0.757 0.365 -0.881
N -2.047 -0.071 -1.012
C -2.787 -0.899 -0.041
C -3.618 0.007 0.929
N -3.955 -0.678 2.139
C -3.407 -0.644 3.353
O -2.500 0.151 3.638
H -0.477 1.114 -1.661
H -2.602 0.393 -1.736
H -2.117 -1.647 0.425
H -3.469 -1.439 -0.726
H -2.989 0.872 1.217
H -4.572 0.403 0.531
H -4.859 -1.152 2.209
H -4.035 -1.158 4.121
O 0.481 2.360 -2.335
H 0.119 2.017 -1.487
H -0.128 2.010 -3.024

Atomic partial charges in e from the natural (NBO) method, atoms 1 to 6: O -0.591; C 0.508; N -0.621; C -0.234; C -0.246; N -0.607

[4]
C36H103N5O13 | the ωB97M-V functional and the def2-TZVPD basis

Computed properties:
HOMO level ... -8.87 eV
DFT total energy ... -73059.179 eV
Kohn-Sham gap ... 9.16 eV
Relative energy (zero: lowest compared OMol25 entry of this formula, charge and spin) ... 179.1 kcal per mole

Cartesian coordinates (Å):
C 5.758 -3.736 -3.295
C 5.359 -4.907 -4.158
C 6.269 -6.131 -4.230
O 7.369 -5.931 -5.112
C 8.527 -6.655 -4.807
N 3.982 -5.195 -3.927
H 5.968 -4.044 -2.270
H 5.139 -2.841 -3.342
H 6.701 -3.394 -3.722
H 5.379 -4.484 -5.163
H 5.776 -6.943 -4.765
H 6.490 -6.492 -3.225
H 8.839 -6.562 -3.767
H 9.249 -6.287 -5.536
H 8.352 -7.718 -4.971
H 3.802 -5.294 -2.938
H 3.391 -4.437 -4.237
C -2.973 4.241 4.802
C -1.662 4.933 5.220
C -0.921 4.241 6.374
O -0.504 2.955 5.928
C -0.309 2.034 6.949
N -0.706 5.185 4.124
H -2.796 3.165 4.773
H -3.365 4.535 3.829
H -3.830 4.355 5.465
H -1.878 5.967 5.489
H -1.528 4.310 7.277
H 0.029 4.700 6.648
H -0.161 2.444 7.948
H 0.495 1.309 6.832
H -1.229 1.451 6.982
H -0.309 4.303 3.830
H 0.109 5.647 4.501
C 5.063 2.122 3.708
C 4.545 2.235 2.273
C 5.423 1.475 1.241
O 6.740 1.778 1.479
C 7.603 1.066 0.694
N 3.217 1.695 2.196
H 4.328 2.702 4.266
H 6.051 2.583 3.719
H 5.110 1.189 4.269
H 4.687 3.289 2.034
H 5.068 1.613 0.220
H 5.360 0.433 1.554
H 7.687 0.030 1.021
H 8.492 1.660 0.478
H 7.104 1.020 -0.274
H 3.094 0.699 2.078
H 2.755 1.886 3.074
C -0.509 -0.371 -0.758
C -1.380 -1.537 -0.338
C -1.733 -1.493 1.123
O -0.480 -1.941 1.828
C -0.756 -2.449 3.155
N -2.559 -1.365 -1.142
H 0.442 -0.516 -0.246
H -0.888 0.619 -0.503
H -0.299 -0.503 -1.819
H -0.886 -2.484 -0.557
H -2.562 -2.170 1.329
H -2.050 -0.498 1.433
H -1.607 -2.027 3.691
H 0.182 -2.457 3.710
H -1.056 -3.496 3.191
H -3.068 -2.177 -0.823
H -3.082 -0.624 -0.698
C 3.697 4.685 -3.507
C 3.644 5.527 -2.160
C 3.773 7.073 -2.289
O 3.304 7.832 -1.120
C 4.159 7.840 0.010
N 2.617 5.042 -1.346
H 4.705 4.317 -3.700
H 3.297 5.355 -4.269
H 3.100 3.786 -3.353
H 4.568 5.224 -1.668
H 3.199 7.489 -3.117
H 4.821 7.272 -2.513
H 3.931 8.667 0.682
H 5.203 8.055 -0.215
H 4.031 6.920 0.580
H 2.366 5.890 -0.858
H 3.003 4.331 -0.741
C -4.524 2.599 -5.315
C -5.059 3.790 -6.202
O -5.003 5.087 -5.648
H -4.991 2.451 -4.341
H -3.486 2.860 -5.109
H -4.388 1.651 -5.836
H -6.041 3.670 -6.658
H -4.488 3.764 -7.130
H -4.146 5.091 -5.215
C -8.696 -2.431 -3.980
C -9.779 -3.143 -4.799
O -10.919 -2.266 -4.887
H -9.123 -2.300 -2.985
H -8.338 -1.526 -4.470
H -7.771 -2.968 -3.767
H -10.101 -3.971 -4.168
H -9.426 -3.286 -5.820
H -11.082 -2.207 -5.831
C -1.979 8.615 -2.085
C -2.580 7.233 -1.763
O -2.024 6.201 -2.495
H -1.933 8.811 -3.156
H -0.932 8.678 -1.790
H -2.556 9.454 -1.698
H -3.581 7.360 -2.175
H -2.850 6.948 -0.747
H -1.114 6.103 -2.205
C 1.043 -5.728 9.708
C 0.724 -4.643 10.747
O 0.385 -3.378 10.094
H 1.536 -6.620 10.093
H 1.649 -5.418 8.857
H 0.159 -6.137 9.218
H 1.542 -4.534 11.459
H -0.058 -4.838 11.481
H 0.390 -2.656 10.727
C -3.258 -6.861 1.118
C -3.745 -6.428 -0.164
O -4.757 -5.437 -0.061
H -2.992 -6.027 1.768
H -2.385 -7.512 1.061
H -3.840 -7.475 1.805
H -4.077 -7.314 -0.704
H -3.019 -5.969 -0.835
H -5.464 -5.720 0.525
C 2.713 -6.864 3.049
C 3.012 -6.774 1.557
O 2.091 -5.984 0.775
H 1.828 -7.496 3.129
H 2.755 -5.862 3.477
H 3.492 -7.508 3.456
H 3.096 -7.774 1.134
H 3.986 -6.337 1.339
H 1.623 -5.368 1.344
C -7.627 -2.332 2.377
C -8.450 -3.593 2.466
O -7.537 -4.629 2.848
H -8.165 -1.399 2.213
H -6.894 -2.465 1.581
H -7.104 -2.193 3.323
H -8.948 -3.862 1.535
H -9.095 -3.543 3.344
H -7.852 -5.026 3.663
C 0.526 2.773 -7.854
C -0.166 4.092 -8.191
O 0.707 4.922 -8.977
H 0.287 2.070 -8.652
H 0.101 2.551 -6.875
H 1.605 2.868 -7.731
H -0.486 4.571 -7.266
H -0.855 3.889 -9.010
H 0.171 5.684 -9.207

Atomic partial charges in e from the Löwdin method, atoms 1 to 6: C -0.073; C -0.466; C -0.184; O -0.195; C -0.124; N 0.027

[5]
C33H39F2N3Ni | the ωB97M-V functional and the def2-TZVPD basis

Computed properties:
HOMO level (alpha / beta) ... -6.20 / -7.78 eV
DFT total energy ... -85802.597 eV
Expectation value of S² ... 2.013
Kohn-Sham gap (alpha / beta) ... 6.06 / 7.55 eV
2S+1 ... 3

Cartesian coordinates (Å):
Ni 1.439 1.155 -0.313
F 6.713 -0.147 -0.308
C 5.768 0.812 -0.437
C 4.437 0.460 -0.367
C 3.432 1.419 -0.499
C 3.834 2.764 -0.656
C 5.194 3.065 -0.725
F 5.625 4.346 -0.859
C 6.186 2.113 -0.631
C 2.781 3.801 -0.569
C 2.961 5.158 -0.861
C 1.953 6.059 -0.584
C 0.777 5.608 -0.003
C 0.648 4.248 0.200
N 1.593 3.361 -0.108
H 4.212 -0.581 -0.167
H 7.231 2.383 -0.679
H 3.887 5.499 -1.289
H 2.094 7.110 -0.802
H -0.020 6.281 0.279
H -0.248 3.845 0.652
C -5.432 1.040 0.759
C -4.943 0.291 -0.489
C -5.287 -1.190 -0.334
C -5.663 0.833 -1.730
C -3.444 0.521 -0.637
C -2.941 1.810 -0.806
C -1.579 2.005 -0.899
N -0.687 1.017 -0.830
C -1.155 -0.232 -0.738
C -2.515 -0.507 -0.628
C -0.134 -1.309 -0.831
C -0.436 -2.653 -0.690
C 0.555 -3.618 -0.861
C 1.819 -3.160 -1.204
C 2.045 -1.796 -1.314
N 1.105 -0.885 -1.109
C 0.217 -5.092 -0.674
C -0.864 -5.489 -1.690
C 1.435 -5.990 -0.880
C -0.312 -5.308 0.751
H -6.506 0.891 0.885
H -5.248 2.112 0.681
H -4.927 0.676 1.655
H -6.366 -1.300 -0.222
H -4.817 -1.624 0.552
H -4.984 -1.770 -1.208
H -6.739 0.679 -1.631
H -5.326 0.320 -2.632
H -5.491 1.901 -1.865
H -3.598 2.668 -0.864
H -1.176 2.997 -1.044
H -2.843 -1.531 -0.547
H -1.440 -2.958 -0.436
H 2.640 -3.838 -1.378
H 3.022 -1.413 -1.576
H -0.512 -5.342 -2.712
H -1.775 -4.903 -1.559
H -1.123 -6.542 -1.565
H 1.833 -5.906 -1.893
H 1.148 -7.031 -0.723
H 2.234 -5.756 -0.174
H -1.218 -4.731 0.940
H 0.434 -5.016 1.492
H -0.551 -6.363 0.902
C -0.338 1.882 2.798
C 1.119 1.435 2.681
C 1.611 0.920 4.034
C 1.261 0.400 1.566
H -0.461 2.735 3.472
H -0.948 1.060 3.185
H -0.748 2.150 1.821
H 1.724 2.316 2.427
H 1.047 0.029 4.328
H 1.497 1.668 4.824
H 2.665 0.641 3.981
H 0.433 -0.323 1.657
H 2.185 -0.178 1.706

Atomic partial charges in e from the Löwdin method, atoms 1 to 6: Ni 0.535; F 0.050; C -0.280; C -0.066; C -0.102; C -0.134

Look up the DFT total energy of the third one. -13431.399 eV

The highest DFT total energy belongs to which entry? C4H10N2O3